{"formula": "CH5S3", "method": "the ωB97M-V functional and the def2-TZVPD basis", "lumo_energy_ev": 3.60, "e_above_lowest_kj_mol": 26.5, "charge": -1, "homo_lumo_gap_ev": 6.4, "total_energy_ev": -33625.02880, "species": ["S", "S", "S", "C", "H", "H", "H", "H", "H"], "xyz": [[-1.21408, -1.02930, -1.10278], [0.73455, -1.41316, -1.65547], [2.27246, -0.36800, 1.19606], [-1.21148, 0.43491, -0.07744], [1.44471, -0.90419, 0.06840], [-0.48118, 1.20100, -0.39806], [-0.98830, 0.38803, 0.98624], [-2.19826, 0.85932, -0.29356], [1.64160, 0.83138, 1.27662]], "atomic_forces_ev_per_a": [[0.0, -0.5, 0.0], [0.0, 0.1, 0.1], [-0.5, 0.1, -0.1], [0.4, 1.5, -0.4], [0.6, 0.3, 0.3], [-0.2, -0.4, -0.5], [-0.4, -0.8, 0.2], [0.0, 0.1, 0.5], [0.2, -0.4, -0.1]], "lowdin_charge": [0.145, -0.181, 0.227, -0.595, -0.343, 0.021, 0.005, -0.001, -0.277]}